[1]
Below is a structure of composition C14H23Br9O7S at a distorted geometry, with properties calculated with ωB97M-V with the def2-TZVPD basis set.

Output
F_max = 6.64 eV/Å
total energy = -670440.0067 eV
energy relative to the best compared isomer or geometry (same formula, charge and spin) = 0.00 kJ/mol
gap between HOMO and LUMO = 9.96 eV
M = 1054.534 g/mol

ORCA input file:
```
! RIJCOSX wB97M-V def2-TZVPD def2/J DEFGRID3
* xyz 0 1
O 14.075 5.506 6.702
C 13.058 6.062 6.425
O 12.281 5.601 5.429
C 11.085 6.321 5.356
C 10.948 7.094 6.656
C 12.431 7.262 7.062
H 10.236 5.658 5.240
H 11.143 7.016 4.523
H 10.486 6.520 7.454
H 10.448 8.044 6.476
H 12.488 7.265 8.144
H 12.837 8.209 6.722
O 13.759 10.368 7.311
C 14.796 10.834 7.222
O 14.959 12.144 7.198
C 16.309 12.483 6.835
C 16.900 11.220 6.239
C 16.140 10.182 7.039
H 16.824 12.840 7.730
H 16.284 13.325 6.147
H 17.979 11.090 6.333
H 16.739 11.124 5.164
H 16.536 10.155 8.069
H 16.113 9.182 6.630
O 13.207 16.706 9.189
S 11.794 16.781 9.193
O 11.130 17.974 8.824
O 11.316 15.605 8.218
C 9.975 15.763 7.662
C 9.506 14.415 7.095
C 11.098 16.156 10.696
H 10.053 16.443 6.789
H 9.244 16.238 8.327
H 8.507 14.491 6.660
H 9.441 13.605 7.838
H 10.222 14.062 6.355
H 10.033 16.341 10.584
H 11.499 16.711 11.538
H 11.312 15.096 10.782
C 15.662 9.779 2.354
Br 15.957 8.587 3.826
Br 15.051 8.895 0.776
Br 17.307 10.766 1.966
H 14.985 10.544 2.689
C 11.708 11.096 5.438
Br 12.454 12.855 5.258
Br 12.647 9.865 4.293
Br 9.802 11.080 5.156
H 11.916 10.769 6.443
C 13.498 12.184 10.364
Br 14.376 13.827 10.881
Br 11.632 12.308 10.888
Br 14.351 10.672 11.141
H 13.528 12.130 9.291
*
```

[2]
Below is a structure of composition C14H23F3NPZn at a distorted geometry, with properties calculated with ωB97M-V with the def2-TZVPD basis set.

Output
F_max = 2.17 eV/Å
total energy = -82237.4884 eV
energy relative to the best compared isomer or geometry (same formula, charge and spin) = 8.87 kJ/mol
gap between HOMO and LUMO = 7.78 eV
M = 358.703 g/mol

ORCA input file:
```
! RIJCOSX wB97M-V def2-TZVPD def2/J DEFGRID3
* xyz 0 1
C 0.450 3.301 -3.782
C -0.823 2.917 -3.368
C -0.992 1.863 -2.444
C 0.126 1.233 -1.905
C 1.397 1.614 -2.343
C 1.583 2.655 -3.282
C -2.414 1.488 -2.120
C -2.776 0.074 -1.690
N -1.906 -1.020 -2.192
Zn -0.155 -0.203 -0.500
C 2.636 0.947 -1.768
P 2.094 -0.639 -1.046
H -1.715 3.405 -3.771
H 2.601 2.950 -3.571
H 0.573 4.119 -4.495
H 3.094 1.586 -0.988
H 3.414 0.771 -2.527
H -2.773 2.128 -1.307
H -3.072 1.682 -2.976
H -2.794 0.003 -0.554
C 3.509 -1.123 -0.013
C 2.226 -1.724 -2.512
H -3.807 -0.109 -2.073
C -1.403 -0.812 -3.563
C -2.673 -2.282 -2.195
H -0.566 -1.054 1.220
H -1.846 -1.537 -4.271
H -1.685 0.177 -3.955
H -0.309 -0.921 -3.627
H -2.926 -2.579 -3.228
H -2.166 -3.124 -1.727
H -3.638 -2.129 -1.704
H 3.287 -1.905 -2.753
H 1.747 -2.674 -2.236
H 1.719 -1.297 -3.389
H 4.467 -1.046 -0.553
H 3.542 -0.488 0.886
H 3.354 -2.168 0.290
H -0.612 -1.618 0.647
F -1.144 1.822 1.356
C 0.114 1.286 1.101
F 0.909 2.383 0.834
F 0.582 0.825 2.309
*
```

[3]
Below is a structure of composition C14H23N2O5Os at a distorted geometry, with properties calculated with ωB97M-V with the def2-TZVPD basis set.

Output
F_max = 3.17 eV/Å
total energy = -30538.8163 eV
energy relative to the best compared isomer or geometry (same formula, charge and spin) = 0.00 kJ/mol
gap between HOMO and LUMO = 5.35 eV
M = 489.577 g/mol

ORCA input file:
```
! RIJCOSX wB97M-V def2-TZVPD def2/J DEFGRID3
* xyz 3 1
Os 0.545 0.601 0.054
C 2.083 -0.373 -1.749
C 2.905 -0.727 -0.530
O 2.043 -0.617 0.606
C 2.671 0.102 1.682
C 2.653 1.610 1.415
O 1.288 1.948 1.298
C 0.985 3.190 0.700
C -0.497 3.103 0.324
O -0.733 2.012 -0.583
C -0.332 2.338 -1.917
C 0.460 1.163 -2.444
O 1.582 0.959 -1.574
H 2.687 -0.416 -2.661
H 1.255 -1.088 -1.828
H 3.263 -1.759 -0.592
H 3.774 -0.064 -0.458
H 2.082 -0.116 2.579
H 3.689 -0.269 1.848
H 3.096 2.158 2.252
H 3.190 1.862 0.496
H 1.156 3.996 1.421
H 1.613 3.355 -0.180
H -1.089 2.886 1.221
H -0.865 4.043 -0.103
H -1.233 2.498 -2.518
H 0.275 3.249 -1.957
H -0.190 0.280 -2.447
H 0.820 1.352 -3.460
N -4.378 -4.556 0.180
C -3.981 -3.681 1.151
O -4.504 -3.719 2.258
C -2.910 -2.694 0.836
C -2.525 -1.813 1.850
C -1.534 -0.889 1.578
N -0.913 -0.790 0.384
C -1.301 -1.651 -0.579
C -2.284 -2.612 -0.408
H -5.108 -5.210 0.434
H -4.012 -4.604 -0.756
H -2.988 -1.845 2.832
H -1.202 -0.184 2.335
H -0.782 -1.543 -1.528
H -2.530 -3.260 -1.237
H 1.777 1.776 -0.224
*
```

[4]
Below is the molecule C14H23N3O5S at a distorted geometry, with properties calculated with ωB97M-V with the def2-TZVPD basis set.

Output
F_max = 4.19 eV/Å
total energy = -40435.3670 eV
energy relative to the best compared isomer or geometry (same formula, charge and spin) = 0.00 kJ/mol
gap between HOMO and LUMO = 9.33 eV
M = 345.421 g/mol

ORCA input file:
```
! RIJCOSX wB97M-V def2-TZVPD def2/J DEFGRID3
* xyz 0 1
C -2.507 2.644 7.354
C -1.818 1.305 7.221
O -2.350 0.666 6.022
C -1.767 1.101 4.837
O -0.810 1.875 4.761
C -2.558 0.684 3.583
N -1.991 1.138 2.326
C -2.421 2.260 1.648
O -3.372 2.904 2.095
C -1.803 2.814 0.360
C -1.025 1.754 -0.347
C -0.079 1.034 0.613
N 0.622 -0.006 -0.122
C 1.506 0.234 -1.108
O 1.822 1.397 -1.331
C 2.273 -0.973 -1.682
N 2.043 -2.246 -0.979
C 1.766 -1.227 -3.132
C 2.499 -0.330 -4.143
S 4.310 -0.714 -4.185
C 4.782 -0.038 -5.797
C -0.872 0.491 1.808
O -0.606 -0.614 2.234
H -2.151 3.146 8.241
H -3.595 2.526 7.415
H -2.274 3.315 6.500
H -2.037 0.694 8.081
H -0.738 1.428 7.192
H -2.708 -0.400 3.559
H -3.575 1.081 3.689
H -2.583 3.200 -0.321
H -1.135 3.658 0.604
H -0.502 2.219 -1.220
H -1.730 1.010 -0.747
H 0.674 1.751 0.979
H 0.492 -0.989 0.178
H 3.342 -0.732 -1.641
H 2.511 -3.013 -1.446
H 2.390 -2.167 -0.043
H 0.693 -1.050 -3.213
H 1.980 -2.279 -3.404
H 2.129 -0.541 -5.159
H 2.368 0.712 -3.866
H 4.131 -0.397 -6.596
H 5.797 -0.384 -6.042
H 4.808 1.073 -5.765
*
```

[5]
Below is a structure of composition C14H23N6O4PtSe, with properties calculated with ωB97M-V with the def2-TZVPD basis set.

Output
F_max = 0.66 eV/Å
total energy = -100610.7865 eV
energy relative to the best compared isomer or geometry (same formula, charge and spin) = 0.00 kJ/mol
gap between HOMO and LUMO = 8.39 eV
M = 613.414 g/mol

ORCA input file:
```
! RIJCOSX wB97M-V def2-TZVPD def2/J DEFGRID3
* xyz 1 1
Pt 0.166 -0.289 0.248
O 4.634 1.078 3.981
C 5.032 0.792 2.766
O 6.185 0.803 2.415
C 3.982 0.428 1.755
C 4.325 0.086 0.464
N 3.191 -0.168 -0.203
N 2.123 -0.011 0.601
C 2.579 0.353 1.804
C 1.576 0.562 2.957
O 2.075 0.885 4.043
O 0.377 0.381 2.662
H 3.629 1.017 4.074
H 5.298 0.014 0.009
H 3.069 -0.490 -1.148
N -1.888 -0.557 0.250
C -2.760 -0.101 -0.870
C -2.766 1.425 -0.938
C -1.846 2.086 -1.967
C -0.363 1.734 -1.868
N 0.090 1.696 -0.445
H -2.024 -1.548 0.427
H -2.192 -0.091 1.106
H -3.768 -0.476 -0.682
H -2.406 -0.555 -1.796
H -2.535 1.788 0.069
H -3.776 1.778 -1.147
H -1.988 3.165 -1.866
H -2.158 1.828 -2.981
H 0.214 2.450 -2.455
H -0.179 0.746 -2.285
H -0.477 2.335 0.104
H 1.055 2.001 -0.365
C -0.741 -3.069 -1.968
N -0.521 -4.149 -1.026
C -0.789 -5.488 -1.251
C -0.429 -6.154 -0.137
N 0.054 -5.223 0.760
C 0.555 -5.514 2.098
C -0.007 -4.001 0.212
Se 0.587 -2.491 1.141
H -1.121 -3.492 -2.894
H 0.194 -2.545 -2.159
H -1.470 -2.368 -1.572
H -1.205 -5.838 -2.178
H -0.468 -7.201 0.100
H 0.464 -6.582 2.268
H -0.028 -4.966 2.836
H 1.599 -5.214 2.175
*
```

[6]
Below is a cluster of 6 separate species, C14H23N7O4 in total at a distorted geometry, with properties calculated with ωB97M-V with the def2-TZVPD basis set.

Output
F_max = 2.33 eV/Å
total energy = -33512.1277 eV
energy relative to the best compared isomer or geometry (same formula, charge and spin) = 94.14 kJ/mol
gap between HOMO and LUMO = 8.87 eV
M = 353.383 g/mol

ORCA input file:
```
! RIJCOSX wB97M-V def2-TZVPD def2/J DEFGRID3
* xyz 0 1
O -16.484 23.546 22.697
C -15.283 23.882 22.106
C -14.554 24.916 22.655
C -13.402 25.337 22.068
C -12.917 24.719 20.896
O -11.817 25.211 20.249
C -13.654 23.676 20.345
C -14.859 23.253 20.957
H -16.754 22.699 22.326
H -14.920 25.400 23.551
H -12.955 26.253 22.436
H -11.490 24.484 19.707
H -13.308 23.194 19.438
H -15.472 22.545 20.413
N -27.163 23.387 24.526
C -25.843 23.580 24.214
N -25.002 23.536 25.299
O -25.475 23.619 23.043
H -27.391 23.191 25.479
H -27.863 23.357 23.813
H -24.090 23.949 25.224
H -25.413 23.315 26.181
N -23.429 22.442 16.612
C -22.343 21.954 17.233
N -22.268 22.210 18.578
O -21.476 21.305 16.642
H -23.535 22.257 15.633
H -24.033 23.112 17.049
H -21.397 22.183 19.076
H -22.944 22.836 18.983
C -17.224 23.769 17.178
C -18.320 23.398 18.078
N -19.156 23.082 18.796
H -17.401 24.795 16.867
H -17.176 23.060 16.355
H -16.275 23.679 17.706
C -23.005 26.441 25.752
C -23.576 27.756 26.074
N -24.036 28.776 26.302
H -23.425 26.083 24.810
H -23.456 25.699 26.415
H -21.930 26.338 25.695
C -20.356 24.093 21.727
C -21.218 24.275 22.895
N -21.932 24.391 23.786
H -20.366 25.088 21.284
H -20.669 23.278 21.087
H -19.360 23.860 22.105
*
```

[7]
Below is a structure of composition C14H23N8O2SSe4Ti at a distorted geometry, with properties calculated with ωB97M-V with the def2-TZVPD basis set.

Output
F_max = 1.09 eV/Å
total energy = -326248.5721 eV
gap between HOMO and LUMO (alpha / beta) = 5.52 / 5.52 eV
M = 731.166 g/mol

ORCA input file:
```
! RIJCOSX wB97M-V def2-TZVPD def2/J DEFGRID3
* xyz 0 2
Ti 0.824 -0.377 0.342
C 4.496 1.913 0.481
C 3.247 1.161 0.164
N 2.389 0.808 1.057
N 2.565 1.196 2.348
C 1.763 0.578 3.191
N 1.854 0.979 4.475
S 0.668 -0.738 2.855
C 2.890 0.867 -1.251
C 3.740 1.191 -2.298
C 3.326 0.952 -3.601
C 2.073 0.417 -3.834
C 1.272 0.126 -2.743
N 1.670 0.340 -1.492
H 4.690 1.859 1.548
H 5.348 1.507 -0.064
H 4.385 2.965 0.204
H 2.384 1.808 4.682
H 1.202 0.624 5.148
H 4.707 1.629 -2.105
H 3.982 1.193 -4.427
H 1.709 0.231 -4.834
H 0.268 -0.261 -2.862
Se -1.679 1.860 -1.468
Se -3.907 1.179 -1.398
Se -3.949 -1.078 -1.974
Se -0.773 1.587 0.691
N -0.845 -1.741 -0.382
C -0.560 -2.932 0.456
C -1.367 -4.198 0.169
C -2.862 -4.244 0.547
C -3.204 -4.043 2.041
N -3.216 -2.661 2.518
C -4.102 -1.766 2.090
N -5.223 -2.165 1.485
N -3.910 -0.476 2.326
C 0.959 -3.197 0.380
O 1.422 -4.288 0.601
O 1.650 -2.118 0.091
H -1.829 -1.457 -0.345
H -0.723 -2.016 -1.356
H -0.721 -2.624 1.489
H -0.845 -5.014 0.675
H -1.284 -4.406 -0.902
H -3.223 -5.242 0.285
H -3.433 -3.544 -0.073
H -2.513 -4.597 2.676
H -4.195 -4.453 2.255
H -2.412 -2.299 3.006
H -5.227 -3.088 1.086
H -5.648 -1.484 0.863
H -2.979 -0.148 2.541
H -4.452 0.188 1.786
*
```

[8]
Below is the molecule C14H23NO2 at a distorted geometry, with properties calculated with ωB97M-V with the def2-TZVPD basis set.

Output
F_max = 5.06 eV/Å
total energy = -20469.6352 eV
energy relative to the best compared isomer or geometry (same formula, charge and spin) = 617.19 kJ/mol
gap between HOMO and LUMO = 9.30 eV
M = 237.343 g/mol

ORCA input file:
```
! RIJCOSX wB97M-V def2-TZVPD def2/J DEFGRID3
* xyz 0 1
O -1.786 2.875 -0.673
C -1.491 2.451 0.724
C -1.648 0.999 0.583
C -3.027 0.638 -0.074
C -2.994 -0.723 -0.711
C -2.928 -1.876 0.225
C -1.632 -2.373 0.869
C -0.341 -2.054 -0.118
C 0.890 -2.436 0.648
C 2.148 -2.474 -0.186
O 2.232 -1.297 -1.175
C 2.190 -0.141 -0.626
C 3.095 0.184 0.437
C 2.803 1.468 1.046
C 2.051 2.363 0.376
N 1.091 2.054 -0.553
C 1.229 0.808 -0.945
H -0.759 2.921 -0.999
H -2.270 3.122 1.497
H -0.291 2.855 0.975
H -0.778 0.655 -0.060
H -1.652 0.538 1.551
H -4.017 0.846 0.457
H -3.026 1.321 -0.952
H -3.850 -0.778 -1.286
H -2.195 -0.679 -1.520
H -3.721 -1.622 0.981
H -3.298 -2.636 -0.413
H -1.403 -1.692 1.753
H -1.814 -3.443 1.022
H 0.018 -0.857 -0.264
H -0.446 -2.541 -1.280
H 0.853 -1.705 1.385
H 0.741 -3.502 1.053
H 2.068 -3.182 -1.042
H 3.013 -2.628 0.346
H 3.736 -0.660 0.871
H 3.370 1.584 2.025
H 2.160 3.541 0.663
H 0.298 0.538 -1.609
*
```